(1)
C45H95N5O5 | ωB97M-V with the def2-TZVPD basis set

Values from the calculation:
- HOMO energy (eV) = -7.978
- SMILES = CC1(C)CCCC(C)(C)N1O.CC1(C)CCCC(C)(C)N1O.CC1(C)CCCC(C)(C)N1O.CC1(C)CCCC(C)(C)N1O.CC1(C)CCCC(C)(C)N1O
- orbital gap (eV) = 8.52
- net charge = 0
- relative energy (zero: lowest compared OMol25 entry of this formula, charge and spin) (eV) = 0.3882

The geometry in XYZ format:
```
150
C45H95N5O5 (ωB97M-V with the def2-TZVPD basis set)
C 1.76 -10.01 1.81
C 0.67 -9.16 1.16
C 0.40 -9.78 -0.25
C -0.58 -9.28 2.04
C -1.59 -8.19 1.74
C -0.95 -6.81 1.85
C 0.21 -6.67 0.88
C -0.22 -6.45 -0.57
C 0.97 -5.41 1.35
N 1.13 -7.79 1.07
O 2.31 -7.66 0.31
H 2.61 -10.24 1.16
H 2.15 -9.52 2.72
H 1.37 -10.96 2.18
H 0.69 -10.83 -0.28
H -0.64 -9.63 -0.52
H 1.06 -9.29 -0.97
H -0.98 -10.26 1.77
H -0.33 -9.30 3.10
H -1.94 -8.35 0.71
H -2.48 -8.27 2.37
H -0.54 -6.72 2.86
H -1.76 -6.10 1.66
H 0.59 -5.93 -1.10
H -1.08 -5.78 -0.62
H -0.38 -7.38 -1.11
H 1.77 -5.09 0.67
H 1.48 -5.60 2.30
H 0.27 -4.58 1.49
H 2.97 -7.50 0.99
C -0.10 3.54 0.35
C -1.19 4.36 1.08
C -1.26 5.81 0.59
C -2.58 3.75 0.87
C -2.77 2.39 1.54
C -2.56 2.54 3.05
C -1.21 3.24 3.39
C -1.34 3.70 4.84
C -0.08 2.21 3.28
N -1.01 4.41 2.54
O 0.24 5.02 2.86
H 0.15 4.00 -0.61
H 0.76 3.57 1.02
H -0.36 2.50 0.18
H -1.74 5.82 -0.39
H -1.91 6.33 1.29
H -0.28 6.27 0.51
H -3.27 4.47 1.31
H -2.79 3.63 -0.19
H -3.80 2.09 1.34
H -2.11 1.60 1.17
H -2.40 1.54 3.45
H -3.40 3.06 3.50
H -0.41 4.03 5.31
H -1.82 2.91 5.44
H -2.00 4.57 4.89
H -0.18 1.46 4.08
H 0.91 2.64 3.46
H -0.06 1.66 2.34
H -0.03 5.82 3.32
C 6.24 2.87 3.98
C 4.73 2.97 3.76
C 4.34 4.45 3.71
C 4.33 2.37 2.41
C 4.45 0.84 2.39
C 3.62 0.27 3.54
C 3.93 0.85 4.91
C 2.83 0.41 5.86
C 5.28 0.26 5.42
N 3.90 2.29 4.76
O 3.66 3.00 5.96
H 6.79 3.60 3.38
H 6.45 3.17 5.01
H 6.63 1.87 3.82
H 4.25 4.89 4.70
H 5.11 5.03 3.21
H 3.38 4.60 3.21
H 3.31 2.62 2.10
H 5.02 2.81 1.68
H 4.00 0.49 1.45
H 5.50 0.55 2.45
H 3.68 -0.82 3.50
H 2.56 0.41 3.25
H 3.00 0.62 6.92
H 2.69 -0.67 5.82
H 1.86 0.89 5.68
H 5.09 -0.52 6.16
H 5.92 1.04 5.82
H 5.82 -0.24 4.61
H 2.74 3.24 5.86
C -3.34 -1.34 -1.17
C -1.95 -1.68 -1.73
C -1.89 -3.21 -1.97
C -1.79 -1.00 -3.08
C -0.33 -0.86 -3.52
C 0.45 -0.21 -2.40
C 0.48 -1.02 -1.12
C 1.31 -2.31 -1.25
C 1.08 -0.15 -0.02
N -0.93 -1.23 -0.79
O -1.09 -1.77 0.50
H -4.07 -2.02 -1.61
H -3.40 -1.60 -0.12
H -3.59 -0.29 -1.32
H -2.76 -3.56 -2.52
H -1.01 -3.52 -2.54
H -1.83 -3.72 -1.00
H -2.25 -1.57 -3.90
H -2.33 -0.05 -3.18
H 0.02 -1.88 -3.73
H -0.17 -0.33 -4.46
H -0.11 0.69 -2.09
H 1.38 0.29 -2.71
H 2.36 -2.15 -0.99
H 1.21 -2.71 -2.27
H 0.87 -3.11 -0.65
H 1.81 0.60 -0.32
H 1.53 -0.77 0.76
H 0.37 0.42 0.58
H -0.97 -2.73 0.44
C -1.27 5.64 -7.33
C -1.89 4.40 -6.71
C -2.42 3.52 -7.88
C -0.85 3.62 -5.93
C -1.40 2.54 -4.99
C -2.47 3.18 -4.11
C -3.60 3.81 -4.92
C -4.43 2.77 -5.67
C -4.50 4.56 -3.94
N -2.94 4.83 -5.78
O -3.89 5.62 -6.48
H -0.51 5.34 -8.06
H -1.99 6.29 -7.82
H -0.78 6.26 -6.57
H -2.04 3.81 -8.86
H -2.16 2.47 -7.72
H -3.51 3.53 -7.94
H -0.07 3.20 -6.56
H -0.34 4.29 -5.22
H -1.83 1.64 -5.44
H -0.56 2.22 -4.37
H -1.98 4.01 -3.58
H -2.83 2.51 -3.33
H -3.85 2.00 -6.17
H -5.11 3.25 -6.37
H -5.08 2.24 -4.97
H -5.19 3.91 -3.40
H -5.13 5.29 -4.45
H -3.86 5.13 -3.26
H -4.05 6.35 -5.88
```

(2)
C46H102BN7O3 | ωB97M-V with the def2-TZVPD basis set

Values from the calculation:
- 2S+1 = 2
- HOMO energy (spin up / spin down) (eV) = -22.356 / -22.356
- expectation value of S² = 0.7751
- orbital gap (spin up / spin down) (eV) = 4.63 / 1.12
- net charge = +7

The geometry in XYZ format:
```
159
C46H102BN7O3 (ωB97M-V with the def2-TZVPD basis set)
B 0.31 0.70 0.51
H 1.22 0.56 -0.06
H -0.40 1.20 -0.12
H -0.02 -0.25 0.90
H 0.57 1.32 1.35
C 0.83 -2.73 0.12
C 0.89 -3.57 -1.18
C -0.26 -4.62 -1.29
C -0.42 -5.12 -2.72
N -1.52 -6.29 -2.92
C -0.96 -7.64 -2.41
C -0.85 -8.55 -3.63
C -0.79 -7.64 -4.90
C -1.74 -6.54 -4.44
C -2.83 -5.96 -2.18
C -3.52 -4.65 -2.67
C -4.91 -4.58 -2.07
H -0.12 -2.20 0.12
H 1.63 -1.99 0.12
H 0.91 -3.22 1.09
H 1.89 -4.00 -1.28
H 0.90 -2.90 -2.03
H -1.21 -4.24 -0.91
H -0.08 -5.43 -0.58
H 0.44 -5.68 -3.10
H -0.64 -4.38 -3.49
H -1.67 -8.01 -1.67
H -0.03 -7.41 -1.90
H -1.74 -9.17 -3.51
H 0.03 -9.19 -3.68
H -1.10 -8.34 -5.67
H 0.17 -7.14 -5.06
H -2.76 -6.92 -4.46
H -1.63 -5.62 -5.02
H -2.75 -5.93 -1.09
H -3.55 -6.74 -2.43
H -3.61 -4.74 -3.75
H -2.93 -3.78 -2.38
H -5.55 -3.79 -2.47
H -4.84 -4.34 -1.01
H -5.42 -5.54 -2.14
C -3.45 -0.69 -3.81
C -1.95 -0.95 -3.56
C -1.19 0.36 -3.73
C 0.27 0.33 -3.24
N 1.09 1.67 -3.40
C 0.35 2.93 -2.78
C 1.47 3.94 -2.63
C 2.69 3.10 -2.21
C 2.53 1.73 -2.84
C 1.16 1.86 -4.93
C 1.83 0.69 -5.72
C 2.32 1.02 -7.14
H -4.05 -1.60 -3.91
H -3.53 -0.15 -4.75
H -3.92 -0.12 -3.00
H -1.64 -1.76 -4.23
H -1.90 -1.33 -2.54
H -1.67 1.23 -3.29
H -1.17 0.56 -4.80
H 0.90 -0.47 -3.63
H 0.27 0.14 -2.17
H -0.65 3.17 -3.17
H -0.01 2.56 -1.82
H 1.63 4.49 -3.55
H 1.29 4.72 -1.88
H 3.69 3.47 -2.45
H 2.64 2.87 -1.15
H 3.28 1.58 -3.62
H 2.65 0.95 -2.08
H 1.71 2.77 -5.18
H 0.16 2.00 -5.32
H 1.15 -0.16 -5.69
H 2.65 0.22 -5.17
H 3.01 1.87 -7.08
H 1.56 1.40 -7.82
H 2.84 0.22 -7.67
C -2.68 3.71 2.88
C -2.38 3.45 1.35
C -3.03 4.52 0.45
O -2.77 4.25 -0.95
C -2.74 5.37 -1.70
N -0.87 3.49 1.28
H -0.40 3.50 2.18
H -0.62 2.62 0.83
H -0.38 4.27 0.86
H -2.12 4.52 3.34
H -2.41 2.83 3.47
H -3.74 3.86 3.07
H -2.54 2.44 0.98
H -2.71 5.52 0.74
H -4.12 4.53 0.50
H -3.74 5.79 -1.80
H -2.47 5.08 -2.72
H -2.04 6.12 -1.34
C -7.16 -2.73 1.06
C -6.18 -1.99 2.05
C -4.72 -1.83 1.57
O -4.65 -1.18 0.31
C -3.32 -0.97 -0.06
N -6.66 -0.53 2.18
H -6.33 0.06 1.43
H -7.66 -0.52 1.99
H -6.29 -0.12 3.02
H -7.97 -3.30 1.52
H -6.58 -3.40 0.42
H -7.50 -2.03 0.31
H -6.17 -2.52 3.01
H -4.23 -2.80 1.54
H -4.21 -1.26 2.35
H -2.90 -1.87 -0.49
H -2.64 -0.52 0.66
H -3.30 -0.16 -0.79
C -1.64 0.21 4.92
C -0.84 -0.96 4.39
C -1.58 -1.93 3.49
O -0.79 -3.03 3.06
C -1.44 -4.08 2.35
N 0.45 -0.52 3.71
H 0.73 0.30 4.22
H 1.23 -1.16 3.64
H 0.16 -0.25 2.78
H -2.05 0.78 4.10
H -1.06 0.85 5.58
H -2.53 -0.08 5.48
H -0.37 -1.46 5.23
H -1.98 -1.31 2.68
H -2.58 -2.21 3.83
H -0.72 -4.88 2.20
H -1.93 -3.83 1.41
H -2.27 -4.48 2.93
C 9.42 7.78 7.47
N 8.64 6.86 6.53
C 9.37 6.14 5.63
C 8.62 5.23 4.78
C 7.24 5.10 4.83
C 6.58 5.97 5.73
C 7.31 6.82 6.60
C 6.38 4.17 3.99
C 5.13 4.55 3.50
C 4.44 3.67 2.60
N 4.89 2.46 2.24
C 6.09 2.03 2.82
C 6.78 2.88 3.65
C 4.07 1.54 1.53
H 9.40 7.31 8.46
H 8.87 8.72 7.52
H 10.43 7.91 7.10
H 10.44 6.08 5.77
H 9.14 4.61 4.06
H 5.51 5.94 5.91
H 6.81 7.52 7.25
H 4.68 5.50 3.72
H 3.53 3.95 2.10
H 6.35 1.00 2.62
H 7.74 2.57 4.02
H 3.67 2.00 0.62
H 3.24 1.30 2.19
H 4.64 0.66 1.23
```

(3)
C46H104F9N2Ni2O24 | ωB97M-V with the def2-TZVPD basis set

Values from the calculation:
- 2S+1 = 6
- HOMO energy (spin up / spin down) (eV) = -4.183 / -8.103
- expectation value of S² = 8.7572
- orbital gap (spin up / spin down) (eV) = 4.15 / 7.38
- net charge = 0

The geometry in XYZ format:
```
187
C46H104F9N2Ni2O24 (ωB97M-V with the def2-TZVPD basis set)
Ni -0.17 19.14 5.64
Ni -2.13 21.40 8.56
C -4.97 23.09 8.15
O -4.48 24.10 7.25
O -4.11 21.94 8.15
C -5.43 23.82 9.52
F -4.63 24.83 9.78
F -6.75 24.22 9.68
F -5.34 22.97 10.52
C -5.28 25.01 6.58
C -4.38 25.88 5.74
H -3.73 26.37 6.47
H -3.76 25.34 5.03
H -4.92 26.75 5.38
H -5.95 25.50 7.28
H -5.85 24.48 5.81
H -5.87 22.70 7.68
C -2.41 18.66 8.11
O -2.62 19.36 9.32
O -1.47 19.51 7.45
C -2.11 17.03 8.21
F -3.03 16.27 8.83
F -1.89 16.54 6.98
F -1.00 16.80 8.88
C -3.32 18.76 10.36
C -3.61 19.81 11.45
H -2.73 20.35 11.78
H -4.29 20.52 10.99
H -4.00 19.22 12.28
H -2.79 17.89 10.74
H -4.34 18.48 10.09
H -3.39 18.71 7.62
C 2.12 16.46 6.34
O 2.83 16.35 5.09
O 1.14 17.44 6.16
C 1.85 15.04 6.93
F 2.92 14.31 7.32
F 1.07 14.96 7.95
F 1.53 14.10 6.07
C 4.29 15.96 5.01
C 5.04 17.29 5.11
H 4.61 18.06 4.48
H 5.15 17.57 6.15
H 6.06 17.08 4.78
H 4.42 15.61 3.98
H 4.63 15.22 5.73
H 2.80 16.83 7.11
C -9.45 16.45 13.64
C -9.76 17.81 14.26
C -8.95 18.03 15.52
C -7.44 18.26 15.15
C -7.33 19.52 14.32
C -8.14 19.44 13.01
N -9.49 18.95 13.42
O -10.23 19.05 12.22
C -8.04 20.88 12.43
C -7.46 18.47 11.93
C -11.25 17.87 14.73
H -9.96 15.51 13.86
H -8.39 16.30 13.46
H -9.62 16.46 12.56
H -9.37 18.80 16.17
H -8.89 17.11 16.10
H -6.95 17.51 14.54
H -6.82 18.33 16.05
H -6.30 19.47 13.98
H -7.61 20.33 14.98
H -7.34 21.08 11.62
H -9.06 21.10 12.14
H -7.92 21.63 13.21
H -8.06 18.29 11.04
H -6.59 18.94 11.46
H -7.29 17.43 12.20
H -11.96 17.84 13.90
H -11.49 18.83 15.20
H -11.55 17.15 15.49
H -10.90 19.73 12.30
C -1.94 21.18 17.95
C -3.37 21.60 17.43
C -3.69 22.84 18.35
C -4.79 23.77 17.85
C -4.48 24.21 16.40
C -4.13 23.14 15.35
N -3.36 21.93 15.97
O -3.13 20.86 15.07
C -5.47 22.65 14.93
C -3.36 23.77 14.27
C -4.36 20.42 17.65
H -1.72 20.25 17.41
H -2.02 21.11 19.03
H -1.21 21.94 17.66
H -3.94 22.59 19.38
H -2.76 23.39 18.27
H -4.96 24.65 18.48
H -5.71 23.20 17.71
H -3.84 25.10 16.38
H -5.43 24.74 16.25
H -5.95 22.17 15.78
H -6.16 23.36 14.46
H -5.41 21.85 14.20
H -3.90 24.61 13.83
H -2.33 24.02 14.56
H -3.43 23.11 13.40
H -3.99 19.46 17.30
H -5.32 20.58 17.16
H -4.49 20.32 18.73
H -2.32 21.06 14.58
C -2.13 20.38 3.92
C -2.53 18.92 3.93
O -1.40 18.16 4.32
O -1.32 20.88 4.95
H -3.03 20.99 3.97
H -1.56 20.60 3.02
H -2.89 18.57 2.96
H -3.33 18.86 4.66
H -1.45 17.25 4.01
H -1.43 21.82 5.06
C -5.76 15.04 7.19
C -5.36 16.15 6.24
O -4.86 15.60 4.98
O -6.93 14.34 6.84
H -5.80 15.42 8.22
H -5.00 14.26 7.23
H -4.59 16.75 6.72
H -6.23 16.79 6.10
H -5.62 15.10 4.67
H -6.82 13.39 6.70
C -1.65 14.58 3.19
C -1.73 14.07 4.54
O -2.95 13.39 4.79
O -2.53 15.68 3.15
H -1.85 13.74 2.53
H -0.63 14.96 3.13
H -1.68 14.83 5.32
H -0.85 13.42 4.53
H -3.61 14.06 4.95
H -3.34 15.26 3.46
C -7.13 20.55 5.48
C -6.98 19.38 6.44
O -6.70 19.75 7.85
O -5.87 21.27 5.18
H -7.80 21.34 5.84
H -7.60 20.25 4.55
H -6.06 18.87 6.15
H -7.87 18.76 6.34
H -5.79 20.07 7.89
H -5.51 21.69 5.96
C -4.75 14.58 13.30
C -4.07 14.81 11.86
O -4.44 16.14 11.53
O -4.58 15.63 14.24
H -4.31 13.64 13.63
H -5.84 14.61 13.26
H -4.44 14.25 11.01
H -2.98 14.72 11.86
H -4.81 16.40 12.37
H -3.74 16.07 14.05
C -1.12 16.63 13.73
C -0.15 16.89 12.66
O -0.18 18.21 12.33
O -2.47 16.96 13.41
H -0.83 17.19 14.62
H -1.30 15.58 13.97
H -0.43 16.17 11.89
H 0.90 16.67 12.82
H -0.46 18.21 11.41
H -2.44 17.91 13.23
C -0.91 22.82 10.96
C -0.02 21.55 10.91
O 0.08 20.88 9.66
O -2.17 22.38 10.53
H -0.48 23.54 10.25
H -1.09 23.25 11.95
H -0.49 20.79 11.52
H 1.01 21.77 11.20
H 0.93 20.45 9.52
H -2.78 22.92 11.03
C 3.89 19.51 10.12
C 3.19 18.06 10.15
O 1.92 18.09 9.57
O 3.24 20.44 11.01
H 3.87 19.90 9.11
H 4.92 19.26 10.35
H 3.12 17.62 11.15
H 3.77 17.32 9.60
H 1.64 17.29 9.10
H 3.66 21.29 10.90
```

Number 1: maximum force 0.03615 hartree/bohr. Number 2: maximum force 0.09261 hartree/bohr. Number 3: maximum force 0.10275 hartree/bohr.